{
  "formula": "C22H36O2P2Pb",
  "method": "ωB97M-V/def2-TZVPD",
  "symbols": ["H", "C", "H", "H", "C", "H", "C", "C", "O", "H", "H", "H", "H", "H", "H", "H", "C", "C", "C", "C", "C", "C", "H", "H", "H", "H", "H", "H", "C", "C", "C", "H", "C", "H", "H", "C", "H", "C", "H", "C", "H", "H", "P", "H", "H", "H", "P", "O", "C", "Pb", "H", "H", "C", "H", "H", "H", "H", "C", "H", "C", "H", "H", "C"],
  "xyz": [[3.94749, -1.25927, -1.55788], [-1.31711, 1.06722, 4.75284], [-1.58257, -3.32317, 1.57318], [-0.47187, 3.21084, -4.22405], [-1.61447, 1.54802, 7.11314], [-2.19633, -2.56408, 3.06354], [-0.27150, 1.95652, 7.19606], [1.46051, -0.90326, -0.16291], [-1.21222, 0.70577, 2.35989], [1.02622, -1.56778, 0.60651], [-2.41485, 2.75809, -3.08839], [-2.04916, -0.53201, -2.63904], [-0.60467, -2.08061, 2.34209], [3.58220, 0.72105, -0.33794], [0.66443, 1.42954, 3.95474], [1.60047, 2.23130, 6.14565], [2.34281, 1.70745, -1.74301], [0.27785, 2.94039, -3.47301], [0.68255, 0.39629, -0.13090], [-0.04831, 0.21086, -3.26101], [-1.92380, -2.85510, -1.02185], [1.07973, 1.64837, -1.10070], [-2.81589, 1.26498, -2.21993], [-3.17598, 0.77291, 5.81622], [2.49622, -0.76071, 0.15799], [2.49220, 2.48680, -2.48932], [-0.02602, 0.43489, -4.33508], [-0.39115, 0.15896, -0.28377], [-1.63780, -2.38435, 2.13371], [0.55352, 1.91258, 6.05862], [2.12081, -0.97054, -2.61419], [1.15205, 2.52841, -3.98941], [-1.05233, -0.88000, -2.99021], [0.66838, 0.79387, 0.89692], [0.57439, 3.83390, -2.91094], [-1.86655, 0.56609, 3.45660], [0.41079, -4.26789, -2.33257], [1.44014, -1.71239, -1.48928], [-1.19373, -1.44442, -3.92444], [-0.05877, -3.46327, -2.91919], [2.26271, -1.64316, -3.46537], [4.39107, 1.45280, -1.68689], [-0.42822, 1.69314, -2.33647], [-1.01016, -3.82069, -3.33580], [4.13773, -0.38820, -3.08137], [0.60718, -3.13925, -3.73225], [-0.45874, -2.09840, -1.74632], [-2.99454, -0.05722, 3.46200], [-2.15404, 2.13951, -2.21351], [-2.84737, -0.73356, 1.20965], [1.32516, -0.15348, -2.97716], [-2.34519, 2.72760, -1.30695], [3.49894, -0.47274, -2.18657], [-2.26253, 1.58805, 7.99621], [0.11477, 2.31113, 8.15818], [-2.71522, -2.11217, -0.81722], [1.92340, -2.68912, -1.28351], [-2.13831, 1.10741, 5.89325], [-2.35314, -3.60844, -1.69541], [3.49745, 0.88027, -1.41738], [-1.57768, -3.36009, -0.11969], [0.85299, 2.58996, -0.54667], [0.02607, 1.47042, 4.84057]],
  "atomic_forces_ev_per_a": [[0.43, 0.05, -0.04], [0.21, 0.19, 0.34], [-0.17, 0.17, 0.40], [0.09, 0.06, 0.08], [0.19, 0.11, -0.26], [0.42, -0.02, -0.07], [-0.28, -0.13, -0.25], [0.33, -0.76, 0.29], [-1.03, -0.31, 1.11], [0.05, 0.24, -0.05], [-0.03, -0.17, 0.32], [0.14, -0.18, -0.15], [-0.32, 0.15, 0.15], [0.14, -0.17, 0.02], [-0.31, 0.00, 0.24], [-0.51, -0.19, -0.17], [-0.70, 0.96, -0.69], [-0.53, 0.50, -0.12], [0.49, 1.63, 0.02], [-3.71, 2.08, -0.80], [-0.15, -0.22, 1.01], [-0.64, 0.27, 2.87], [0.19, 0.10, 0.16], [0.39, 0.15, -0.01], [-0.16, 0.05, -0.17], [0.09, 0.07, 0.59], [0.01, -0.05, 0.11], [0.00, -0.02, -0.22], [0.08, -0.57, 0.10], [-0.37, -0.01, 0.33], [0.24, -1.00, -0.49], [-0.33, 0.02, 0.32], [-0.20, 0.08, 0.01], [0.23, -0.29, -0.32], [-0.03, -0.04, -0.21], [-0.27, -0.47, -0.97], [-0.06, 0.03, -0.40], [0.57, 0.78, 2.67], [-0.30, -0.12, 0.44], [-0.31, -0.52, 0.35], [-0.09, -0.18, -0.07], [0.04, -0.18, -0.02], [2.98, -1.32, -2.72], [0.37, -0.04, -0.08], [-0.34, -0.04, 0.16], [-0.16, 0.00, 0.48], [1.53, -0.55, -4.66], [0.86, 0.62, -0.15], [-1.25, 0.78, 0.01], [0.46, 0.99, 1.03], [1.21, -0.64, 0.46], [-0.10, -0.12, -0.11], [0.44, -0.48, 0.51], [0.33, -0.03, -0.36], [-0.07, -0.16, -0.44], [0.51, -0.44, -0.16], [-0.64, 0.15, -0.11], [0.31, -0.04, 0.02], [0.40, 0.35, -0.10], [0.25, -0.74, -0.45], [-0.61, 0.01, -0.16], [-0.29, -0.47, 0.18], [0.01, 0.05, 0.15]],
  "lowdin_charge": [0.095, -0.137, -0.035, 0.040, -0.078, -0.004, -0.082, -0.225, -0.157, 0.096, 0.044, 0.050, 0.001, 0.084, 0.118, 0.107, -0.236, -0.224, -0.177, -0.436, -0.257, -0.408, 0.022, 0.117, 0.099, 0.061, 0.069, 0.039, -0.306, -0.074, -0.264, 0.047, -0.369, 0.096, 0.055, -0.597, 0.058, -0.321, 0.088, -0.216, 0.097, 0.100, 0.875, 0.046, 0.107, 0.061, 1.016, -0.196, -0.231, 1.318, 0.020, 0.048, -0.190, 0.105, 0.104, -0.061, 0.119, -0.020, 0.069, -0.253, 0.007, 0.092, -0.016],
  "de_lowest_kj_mol": 586.5,
  "total_charge": 0,
  "max_force_ev_per_a": 4.936,
  "total_energy_ev": -51309.797,
  "gap_ev": [3.60, 3.60],
  "lumo_ev": [-0.75, -0.75]
}



{
  "formula": "C22H37BrN6O5SiV",
  "method": "ωB97M-V/def2-TZVPD",
  "symbols": ["H", "O", "C", "N", "C", "H", "H", "H", "C", "H", "H", "C", "H", "H", "C", "H", "H", "C", "O", "H", "H", "N", "C", "H", "C", "N", "C", "C", "H", "H", "C", "H", "H", "H", "H", "C", "C", "N", "H", "H", "C", "H", "H", "H", "N", "V", "H", "H", "C", "Br", "O", "Si", "H", "H", "H", "H", "C", "H", "H", "C", "H", "N", "H", "C", "C", "C", "O", "H", "O", "C", "C", "H", "H"],
  "xyz": [[8.54142, 9.23974, 5.63635], [6.89839, 11.04459, 11.20532], [7.87320, 16.10882, 12.18913], [9.63948, 10.83648, 9.09167], [11.80924, 14.10812, 5.23412], [7.71733, 17.38409, 15.15534], [6.64124, 7.83680, 5.79817], [7.63506, 8.03280, 11.21714], [7.22214, 15.99411, 13.59102], [5.82117, 8.82125, 8.64913], [6.85514, 8.26444, 12.78408], [7.92321, 7.20733, 7.43862], [7.11756, 15.91720, 11.41410], [12.44194, 16.95967, 5.58315], [14.00613, 12.37944, 10.11685], [12.82057, 13.61798, 5.33012], [7.10648, 14.92375, 13.76987], [6.52126, 9.92456, 11.52637], [11.48461, 14.27372, 8.11624], [9.34231, 18.42590, 14.03884], [7.14179, 10.26350, 5.75218], [11.58717, 12.44382, 10.43342], [9.46365, 15.01666, 6.42786], [9.20215, 15.46426, 5.45926], [12.71227, 12.89722, 9.81466], [8.35371, 10.34987, 7.45912], [7.87244, 11.50250, 8.02108], [7.78146, 9.56826, 6.33218], [13.10163, 10.15085, 12.42780], [8.04855, 7.26619, 8.50775], [5.69356, 8.58808, 7.56634], [5.02570, 9.33895, 7.06790], [6.23601, 16.42983, 13.52292], [7.49989, 6.19322, 7.23642], [7.65836, 18.12865, 12.38895], [9.13771, 17.44144, 13.59426], [8.21214, 16.66110, 14.51437], [8.43280, 17.49518, 12.30446], [9.19031, 13.96017, 6.36264], [4.84676, 8.69452, 12.04435], [9.01712, 15.10833, 11.81576], [11.01067, 13.35528, 5.12938], [11.82962, 14.67620, 4.29589], [8.95815, 17.72864, 11.39501], [9.51368, 10.02358, 8.10471], [9.39382, 12.45563, 10.76590], [8.91515, 7.23682, 6.99618], [8.89958, 15.50550, 7.24639], [13.04625, 10.95729, 11.69999], [10.20839, 11.19308, 12.78367], [8.59973, 13.89578, 11.90282], [11.28724, 15.11133, 6.60566], [14.70339, 12.97046, 9.53422], [6.94408, 12.05209, 7.90298], [4.45276, 10.41776, 11.90907], [5.16096, 7.61265, 7.52171], [12.68166, 13.85013, 8.62378], [8.43755, 9.17551, 12.33076], [10.99496, 17.57682, 6.31704], [6.97275, 8.28932, 6.75623], [8.77275, 16.01957, 15.18111], [8.70544, 11.79270, 9.05738], [4.63732, 9.43476, 10.43462], [5.01939, 9.58083, 11.47011], [11.79013, 11.47767, 11.38315], [14.22107, 11.46156, 11.13369], [13.75949, 14.08134, 8.02464], [12.43225, 17.18148, 7.31508], [10.12935, 15.54901, 11.37795], [11.81420, 16.84441, 6.46787], [7.42945, 8.78162, 12.00909], [15.22880, 11.23676, 11.43453], [10.03522, 16.89040, 13.30533]],
  "atomic_forces_ev_per_a": [[0.64, 0.22, 0.24], [0.56, -0.57, 0.25], [-0.10, -0.80, 0.57], [0.09, -0.27, -1.57], [1.64, -1.77, -1.18], [-0.20, -0.05, 0.20], [0.27, 0.43, 0.41], [-0.38, 0.48, 0.16], [0.57, -1.97, -1.18], [0.24, 0.04, -0.86], [0.58, 0.01, 0.12], [-1.20, -0.24, -1.21], [0.25, 0.83, -0.02], [0.14, -0.14, 0.00], [-1.32, 1.84, -0.19], [-1.08, 0.36, -0.12], [-0.20, 0.13, 0.26], [-0.57, -0.29, -0.57], [1.70, -0.72, 1.63], [0.20, -0.23, -0.75], [0.24, -0.27, 0.55], [0.36, -0.90, 1.97], [-0.84, 0.17, 0.48], [-0.08, 0.05, 0.28], [-0.27, -1.39, 0.21], [0.24, 1.56, 0.45], [1.59, -0.78, 2.04], [-1.04, -0.42, -0.18], [-0.03, 0.32, 0.09], [-0.17, 0.46, 0.43], [-0.47, -0.78, -0.31], [0.66, -0.54, 0.48], [-0.20, 0.29, 0.34], [0.31, 0.77, 0.14], [-0.57, 0.59, -0.23], [1.57, 0.20, 0.48], [-0.29, 0.92, 0.42], [-0.18, 0.05, -2.82], [-0.19, 0.03, 0.14], [-0.34, -0.54, 0.20], [1.49, 1.25, -0.77], [0.57, -0.10, -0.15], [-0.04, 0.02, 0.22], [-0.26, -0.28, 2.02], [-1.26, -0.26, 0.45], [0.11, 0.99, 0.97], [0.07, -0.01, -0.12], [0.12, -0.20, -0.51], [-0.49, -0.88, 1.03], [2.15, -0.14, -1.45], [0.64, 0.65, -0.48], [-0.94, 0.26, 0.54], [0.79, -0.68, 0.28], [0.24, -0.36, -0.61], [0.21, -0.28, -0.19], [-0.06, 0.71, 0.31], [1.31, 0.90, -3.23], [-1.31, -0.55, -0.10], [0.24, -0.58, 0.34], [0.96, 0.21, 0.69], [0.04, -0.37, -0.13], [-2.09, -1.26, -3.19], [0.48, 0.11, 0.63], [0.41, 0.85, -0.31], [0.82, 1.60, -0.31], [-1.39, 0.86, -1.24], [-3.13, -0.34, 1.99], [-0.22, 0.04, -0.22], [-3.05, -1.31, 1.15], [0.65, 1.41, 0.47], [0.61, 0.88, -0.24], [-0.01, -0.54, 0.19], [0.20, 0.30, 0.67]],
  "mulliken_spin": [0.000, 0.011, -0.001, -0.008, 0.000, 0.000, 0.000, 0.000, 0.001, 0.000, 0.000, 0.000, 0.000, 0.000, 0.002, 0.000, 0.000, 0.001, 0.007, 0.000, 0.000, -0.003, 0.000, 0.000, 0.000, 0.006, 0.014, -0.002, 0.000, 0.000, 0.000, 0.000, 0.000, 0.000, 0.000, 0.000, 0.000, 0.000, 0.000, 0.000, 0.005, 0.000, 0.000, 0.000, -0.004, 0.970, 0.000, 0.000, -0.002, 0.009, -0.018, -0.001, 0.000, 0.000, 0.000, 0.000, 0.004, 0.000, 0.000, 0.001, 0.000, -0.015, 0.000, 0.000, 0.021, -0.002, -0.001, 0.000, 0.005, 0.000, 0.000, 0.000, 0.000],
  "de_lowest_kj_mol": 0.0,
  "total_charge": 2,
  "max_force_ev_per_a": 4.010,
  "total_energy_ev": -146185.887,
  "spin_multiplicity": 2,
  "gap_ev": [7.13, 6.57],
  "lumo_ev": [-5.85, -5.85],
  "s_squared": 0.84
}



{
  "formula": "C22H37BrO22S5",
  "method": "ωB97M-V/def2-TZVPD",
  "symbols": ["C", "H", "H", "C", "H", "H", "S", "C", "H", "C", "C", "H", "H", "O", "C", "H", "H", "C", "O", "O", "H", "H", "H", "O", "H", "O", "C", "H", "O", "H", "H", "C", "O", "O", "H", "O", "Br", "C", "C", "H", "C", "C", "O", "O", "O", "H", "H", "H", "O", "C", "H", "H", "H", "H", "O", "H", "O", "O", "C", "C", "S", "S", "H", "C", "H", "C", "O", "O", "C", "H", "C", "H", "S", "C", "H", "O", "S", "H", "O", "O", "H", "H", "C", "H", "O", "H", "H"],
  "xyz": [[2.89781, 1.85737, -2.72893], [-8.92753, 2.06198, -0.32177], [-3.74567, 0.12974, -2.65214], [-2.79391, 0.52400, -2.99884], [-4.17877, -3.75874, -2.31617], [5.27087, -3.61465, 1.01466], [1.80059, 1.25409, 1.89705], [-0.06492, 0.17624, 3.11146], [4.07999, -2.32461, 0.73821], [4.14954, -1.45297, -2.26489], [4.63873, -2.87453, 1.49712], [-0.60213, 2.26576, -0.95516], [0.76479, 0.64803, 5.06783], [6.38622, 2.05966, 3.76036], [0.63931, 1.09751, 4.08726], [4.38953, 1.20699, -4.10472], [0.59327, 0.05388, -0.85403], [4.54085, -0.04685, -2.37610], [8.32497, 3.57400, 3.56545], [-9.25774, -1.75660, -1.96761], [-2.33477, -0.25520, -3.60365], [3.55602, 2.26178, -1.96019], [3.08992, 0.06116, -4.03919], [7.94482, 1.79097, 1.89000], [4.31195, 2.03057, 3.84994], [-5.64107, -1.79053, 1.07406], [5.08699, 3.28950, 2.26451], [5.59708, -0.02786, -2.63953], [0.13290, 0.45299, -3.62225], [2.96328, -3.33445, -1.87432], [-7.05858, -3.33935, -1.34704], [3.57091, -2.47629, -2.04005], [4.43696, -1.42975, 3.31088], [-5.64403, -3.99740, 0.00096], [2.73410, 2.66176, -3.44881], [-9.90158, -0.48578, 0.03907], [-3.09149, 1.09155, -0.21600], [5.12271, 2.72848, 3.66267], [3.68292, 0.73227, -3.42229], [-9.12711, 0.61445, 1.62519], [-6.11596, -3.89136, -1.35354], [-1.89902, 0.76672, -1.77261], [2.71003, 0.26338, 1.44397], [0.32903, 0.66604, 1.81398], [-8.41554, 0.51008, -1.57232], [0.28736, -0.85241, 3.20791], [5.88756, -1.12518, 1.85160], [2.16462, -0.48335, -1.19759], [-10.78897, 0.17995, -2.14466], [1.56120, 1.47288, -2.07825], [-7.26531, 1.45679, -0.11673], [-1.41333, -0.17358, -1.54092], [6.17765, -2.47630, 2.97079], [-2.96295, 1.43380, -3.56764], [1.79028, 2.56961, 1.35952], [-6.27633, -4.87856, -1.77639], [0.79366, -1.66675, -3.39055], [6.42920, 3.73161, 2.01851], [-8.29661, 1.17071, -0.30363], [0.26049, 1.67544, -2.86133], [-4.79621, -2.69455, 0.37576], [-9.68245, -0.47004, -1.54555], [4.39163, 4.11775, 2.16466], [0.75459, -0.56154, -2.94029], [-1.14604, 0.20130, 3.20964], [-5.02880, -3.11971, -2.06875], [-4.59407, -2.14122, -1.11321], [1.92604, 1.34710, 3.48702], [5.41939, -1.94026, 2.39613], [-5.38917, -2.63135, -2.96994], [-8.79752, 0.15580, 0.69716], [0.32541, 2.44676, -3.62668], [7.45369, 2.76780, 2.79361], [-0.95223, 1.94920, -1.93676], [0.11838, 2.05151, 4.18608], [-3.54379, -3.10224, 0.89552], [3.32921, -2.54874, 3.59278], [-8.03800, -0.59832, 0.91310], [3.63891, -3.21821, 4.80293], [2.05022, -1.97487, 3.36979], [-1.54646, 2.76645, -2.34340], [4.84047, 2.51797, 1.53110], [1.32763, 0.02177, -1.66201], [4.38432, 0.43862, -1.41344], [3.69752, -3.51780, 2.37327], [1.46600, 2.20522, -1.27347], [5.09658, 3.52295, 4.41179]],
  "atomic_forces_ev_per_a": [[-0.23, -0.68, -0.82], [0.01, 0.00, 0.02], [-0.13, 0.03, -0.15], [0.06, -0.42, 0.62], [-0.01, 0.00, 0.00], [-0.11, -0.18, 0.14], [-0.43, -0.46, 0.39], [0.00, -0.68, 0.36], [0.05, 0.01, -0.01], [-0.38, 0.40, 0.53], [-0.10, 0.40, -0.42], [0.13, 0.03, 0.00], [0.26, -0.06, -0.06], [0.10, 0.00, -0.43], [-0.42, 0.21, 0.04], [-0.05, 0.02, -0.10], [-0.38, -0.26, -0.24], [-0.13, -0.53, -0.71], [0.17, 0.02, -0.08], [0.04, -0.08, -0.22], [0.07, 0.23, -0.32], [-0.07, 0.12, 0.06], [-0.21, -0.03, 0.14], [0.15, -0.13, 0.02], [0.16, -0.20, 0.02], [0.13, 0.19, 0.15], [-0.25, -0.33, -0.39], [0.08, 0.36, 0.10], [-0.01, -0.37, 0.39], [0.18, -0.12, -0.09], [0.00, -0.01, -0.06], [-0.09, -0.41, -0.09], [-0.38, -0.07, -0.09], [0.39, 0.01, -0.13], [-0.15, 0.08, 0.04], [-0.07, 0.26, -0.23], [0.33, 0.08, -0.04], [-0.26, 0.32, 0.42], [0.80, 0.35, 0.23], [-0.25, -0.06, -0.06], [-0.46, 0.32, -0.13], [-0.74, 0.00, -0.54], [0.46, 0.35, -0.37], [0.05, 0.47, 0.09], [0.04, -0.36, 0.15], [-0.10, 0.22, 0.01], [-0.17, 0.18, 0.10], [0.14, -0.28, -0.52], [-0.14, -0.14, -0.10], [-0.34, 1.32, 0.69], [0.08, -0.14, -0.25], [0.13, 0.08, 0.32], [0.00, 0.01, -0.02], [0.01, 0.02, -0.10], [0.24, 0.04, -0.27], [0.11, -0.11, 0.22], [-0.05, -0.05, 0.25], [0.16, -0.04, 0.44], [-0.22, 0.42, 0.16], [0.30, 0.01, -0.79], [-0.23, -0.14, -0.45], [0.18, 0.24, 0.38], [0.17, 0.13, -0.05], [-0.15, -0.01, -0.09], [-0.03, 0.21, -0.26], [0.23, -0.39, -0.17], [-0.27, 0.02, 0.15], [-0.11, -0.20, -0.19], [0.34, -0.31, 0.08], [0.01, 0.22, 0.12], [0.47, -0.27, 0.17], [0.11, 0.17, 0.12], [-0.41, 0.12, 0.02], [-0.09, -0.31, 0.03], [0.02, 0.01, 0.00], [0.00, 0.05, 0.26], [0.80, -0.10, -0.46], [0.02, 0.03, 0.00], [-0.28, -0.04, 0.11], [-0.11, -0.02, 0.27], [0.03, 0.11, 0.02], [-0.07, 0.00, 0.02], [0.42, 0.61, 0.60], [0.31, -0.16, 0.20], [0.06, 0.13, 0.40], [0.06, -0.47, 0.48], [-0.01, 0.01, -0.02]],
  "lowdin_charge": [-0.131, 0.134, 0.038, -0.121, 0.136, 0.138, 0.560, -0.143, 0.107, -0.149, -0.153, 0.095, 0.141, -0.184, -0.135, 0.107, 0.118, -0.186, -0.213, -0.229, 0.081, 0.110, 0.114, -0.226, 0.117, -0.237, -0.168, 0.111, 0.032, 0.047, 0.121, 0.098, -0.197, -0.182, 0.117, -0.184, 0.688, -0.157, -0.158, 0.137, -0.148, -0.687, -0.220, -0.194, -0.188, 0.102, 0.137, 0.097, -0.212, -0.242, 0.135, 0.076, 0.136, 0.084, -0.221, 0.138, 0.135, -0.183, -0.157, -0.231, 0.574, 0.597, 0.138, -0.461, 0.140, -0.154, -0.220, -0.201, -0.146, 0.138, -0.153, 0.155, 0.602, -0.173, 0.134, -0.214, 0.609, 0.117, -0.207, -0.229, 0.116, 0.124, -0.024, 0.104, -0.177, 0.123, 0.138],
  "total_charge": 0,
  "max_force_ev_per_a": 1.530,
  "smiles": "C#CCCC[C@@H]1CC(=O)O[C@H]1C[C@H](C)Br.O=S1(=O)OCCO1.O=S1(=O)OCCO1.O=S1(=O)OCCO1.O=S1(=O)OCCO1.O=S1(=O)OCCO1",
  "total_energy_ev": -192672.046,
  "gap_ev": 10.20,
  "lumo_ev": 0.16
}